No. 1
{"formula": "C27H17F5FeNO5S2", "method": "the ωB97M-V functional and the def2-TZVPD basis", "s2": 8.7732, "orbital_gap_ev": [9.1, 6.8], "relative_energy_kj_mol": 167.4, "energy_ha": -4029.4741, "largest_force_ev_per_a": 0.73, "spin_multiplicity": 6, "species": ["Fe", "O", "C", "O", "C", "C", "C", "C", "C", "N", "C", "O", "O", "H", "H", "H", "F", "C", "C", "F", "C", "F", "C", "S", "C", "F", "C", "F", "O", "S", "C", "C", "C", "C", "C", "C", "C", "C", "C", "C", "C", "C", "C", "C", "H", "H", "H", "H", "H", "H", "H", "H", "H", "H", "H", "H", "H", "H"], "coordinates": [[0.85261, -0.58775, -1.82403], [-1.97515, -0.92139, -4.72869], [-1.12667, -1.09423, -3.88500], [-0.58405, -0.17772, -3.13354], [-0.56565, -2.48449, -3.59354], [-0.97286, -3.70014, -4.11639], [-0.32394, -4.84453, -3.66178], [0.70216, -4.76104, -2.72579], [1.05414, -3.50102, -2.26896], [0.41001, -2.43594, -2.70467], [2.14010, -3.11075, -1.26327], [2.73228, -3.95919, -0.62598], [2.30178, -1.83126, -1.19154], [-1.76666, -3.73380, -4.84809], [-0.62217, -5.81249, -4.04114], [1.22357, -5.63247, -2.35725], [-2.22107, 4.53530, 1.69538], [-2.09440, 4.02232, 0.47501], [-1.07009, 3.13149, 0.19743], [-0.21463, 2.77941, 1.15971], [-0.94274, 2.61093, -1.07423], [0.09063, 1.77053, -1.29871], [-1.81114, 2.93994, -2.11370], [-1.58105, 2.42924, -3.75915], [-2.85965, 3.80806, -1.78680], [-3.73501, 4.17480, -2.71889], [-2.99750, 4.35668, -0.52325], [-3.99389, 5.19789, -0.25782], [-0.02714, -0.76582, 0.04666], [0.54453, -1.50822, 1.23017], [-0.86133, -1.69758, 2.34231], [-1.60934, -0.43842, 2.63758], [-2.52168, 0.05840, 1.71088], [-3.24593, 1.20534, 1.99289], [-3.05221, 1.87656, 3.19176], [-2.13777, 1.39159, 4.11483], [-1.42283, 0.23546, 3.84010], [1.46849, -0.27304, 2.15963], [2.73803, 0.10792, 1.46215], [2.93115, 1.42206, 1.05318], [4.11703, 1.79240, 0.43377], [5.10964, 0.84887, 0.22264], [4.91699, -0.46475, 0.62962], [3.73725, -0.83500, 1.24761], [-0.46178, -2.18145, 3.23574], [-1.48670, -2.42607, 1.82238], [-2.67599, -0.46799, 0.77820], [-3.97375, 1.56695, 1.27786], [-3.61753, 2.77245, 3.40922], [-1.99072, 1.90513, 5.05537], [-0.72475, -0.15407, 4.57183], [1.67464, -0.75513, 3.11946], [0.80703, 0.58066, 2.31702], [2.15529, 2.16082, 1.22891], [4.26321, 2.81850, 0.12454], [6.03373, 1.13458, -0.26210], [5.68031, -1.20886, 0.45010], [3.58316, -1.86968, 1.53037]], "atomic_forces_ev_per_a": [[-0.3, -0.7, 0.0], [-0.1, -0.1, -0.1], [0.2, 0.0, 0.2], [-0.1, 0.2, -0.1], [-0.1, 0.0, 0.1], [0.0, 0.1, 0.0], [0.0, 0.0, 0.0], [0.1, 0.1, 0.1], [0.1, 0.0, 0.0], [-0.1, 0.0, -0.2], [0.0, -0.1, -0.2], [0.0, -0.1, 0.0], [0.3, 0.3, 0.2], [0.0, 0.0, 0.0], [0.0, 0.0, 0.0], [0.0, 0.0, 0.0], [0.0, 0.0, -0.1], [-0.1, 0.0, -0.1], [0.0, -0.2, 0.0], [0.0, 0.0, 0.0], [0.4, -0.2, 0.0], [-0.1, 0.4, 0.1], [0.0, 0.0, -0.4], [0.0, 0.0, 0.3], [-0.1, 0.1, 0.0], [0.0, 0.0, 0.1], [0.1, -0.1, 0.0], [0.0, 0.0, 0.0], [-0.3, 0.4, -0.2], [0.4, -0.1, 0.1], [-0.1, -0.1, 0.0], [-0.1, 0.0, 0.0], [0.0, 0.0, 0.0], [0.0, 0.0, 0.0], [0.0, 0.0, 0.0], [0.0, 0.0, 0.0], [0.0, 0.0, 0.0], [-0.1, -0.1, 0.2], [0.1, 0.1, 0.0], [-0.1, 0.0, 0.0], [0.0, 0.0, 0.0], [0.0, 0.0, 0.0], [0.0, 0.0, 0.0], [0.0, 0.0, 0.0], [0.0, 0.0, 0.0], [0.0, 0.0, 0.0], [0.0, 0.0, 0.0], [0.0, 0.0, 0.0], [0.0, 0.0, 0.0], [0.0, 0.0, 0.0], [0.0, 0.0, 0.0], [0.0, 0.0, 0.1], [0.0, 0.0, 0.0], [0.1, -0.1, 0.0], [0.0, 0.0, 0.0], [0.0, 0.0, 0.0], [0.0, 0.0, 0.0], [0.0, 0.0, 0.0]], "lowdin_spin": [3.693, 0.017, 0.012, 0.124, 0.006, 0.002, -0.003, 0.002, 0.003, 0.056, 0.008, 0.010, 0.066, 0.001, 0.000, 0.001, 0.016, 0.052, -0.008, -0.006, 0.047, 0.026, 0.062, 0.704, 0.055, 0.016, -0.009, -0.006, 0.040, 0.007, 0.003, 0.000, 0.000, 0.000, 0.000, 0.000, 0.000, 0.000, 0.000, 0.001, 0.000, 0.000, 0.000, 0.000, 0.000, 0.000, 0.000, 0.000, 0.000, 0.000, 0.000, 0.000, 0.000, 0.000, 0.000, 0.000, 0.000, 0.000]}



No. 2
{"formula": "C9H8MgN2O4", "method": "the ωB97M-V functional and the def2-TZVPD basis", "orbital_gap_ev": 6.3, "energy_ha": -957.7174, "total_charge": 2, "largest_force_ev_per_a": 5.80, "species": ["Mg", "O", "C", "C", "O", "C", "O", "C", "O", "H", "H", "N", "C", "C", "C", "N", "C", "C", "H", "H", "H", "H", "H", "H"], "coordinates": [[0.46397, -1.44758, -1.43236], [-2.06958, -3.15147, -0.15354], [-1.19339, -2.58010, -0.62309], [2.05762, -0.12310, -2.05282], [2.88029, 0.61453, -2.35814], [-0.90561, -0.42686, -2.75525], [-1.63585, 0.14326, -3.43673], [1.78418, -2.32081, 0.03529], [2.47409, -2.76573, 0.84144], [1.24372, -4.66266, -4.23038], [1.82633, -4.22020, -4.48956], [-0.99074, 3.00197, 2.96041], [-0.69230, 2.09789, 2.06921], [-0.30085, 2.49243, 0.77433], [0.00224, 1.51388, -0.15026], [-0.07283, 0.21235, 0.20991], [-0.43903, -0.20289, 1.44390], [-0.76313, 0.73127, 2.40614], [-0.95686, 4.00413, 2.78884], [-1.28748, 2.78979, 3.91026], [-0.22508, 3.51181, 0.46213], [0.31362, 1.70587, -1.18502], [-0.45700, -1.28975, 1.59618], [-1.05634, 0.37197, 3.36913]], "atomic_forces_ev_per_a": [[-0.4, 1.3, 1.2], [3.2, 2.2, -1.7], [-4.0, -2.9, 1.9], [3.9, 3.2, -1.7], [-3.0, -2.7, 1.2], [-3.6, 2.6, -3.7], [2.9, -2.2, 2.8], [3.6, -2.5, 3.8], [-2.8, 1.9, -3.2], [0.8, 0.6, -0.3], [-0.8, -0.6, 0.4], [-0.7, 2.0, 2.0], [0.1, -0.4, -0.4], [0.4, -1.0, -1.3], [-0.4, -0.3, 1.5], [0.7, -2.1, -2.1], [0.0, 1.5, -0.2], [0.3, -1.3, -1.0], [0.1, -0.5, -0.3], [0.2, -0.3, -0.5], [-0.1, 0.5, 0.2], [-0.2, 0.3, 0.5], [-0.1, 0.6, 0.3], [-0.2, 0.2, 0.5]], "lowdin_charge": [0.418, 0.230, 0.062, 0.062, 0.230, 0.071, 0.227, 0.072, 0.227, 0.013, 0.014, 0.180, -0.303, 0.032, -0.126, -0.065, -0.126, 0.032, 0.145, 0.145, 0.124, 0.106, 0.106, 0.124]}



No. 3
{"formula": "C52H57As2BrN3O3ReSi2", "method": "the ωB97M-V functional and the def2-TZVPD basis", "s2": 0.7620, "orbital_gap_ev": [6.6, 6.9], "relative_energy_kj_mol": 59.3, "energy_ha": -10108.3579, "total_charge": 1, "largest_force_ev_per_a": 0.84, "spin_multiplicity": 2, "species": ["Re", "O", "C", "C", "C", "C", "C", "C", "C", "O", "N", "N", "C", "C", "C", "C", "C", "C", "C", "O", "H", "H", "H", "H", "H", "H", "H", "H", "H", "H", "C", "C", "As", "C", "C", "C", "C", "C", "C", "C", "C", "C", "C", "C", "C", "As", "C", "C", "C", "C", "C", "C", "C", "C", "C", "C", "C", "C", "H", "H", "H", "H", "H", "H", "H", "H", "H", "H", "H", "H", "H", "H", "H", "H", "H", "H", "H", "H", "H", "H", "H", "H", "C", "Si", "C", "C", "C", "Si", "C", "C", "C", "H", "H", "H", "H", "H", "H", "H", "H", "H", "H", "H", "H", "H", "H", "H", "H", "H", "H", "H", "Br", "C", "C", "C", "C", "C", "N", "H", "H", "H", "H"], "coordinates": [[0.24289, -0.89760, -0.17161], [-1.33680, -4.85788, 3.05602], [-1.32174, -3.82816, 3.92937], [-1.89445, -4.05161, 5.17848], [-1.90301, -3.05164, 6.12954], [-1.34554, -1.80386, 5.85560], [-0.80585, -1.57479, 4.60696], [-0.79404, -2.56494, 3.62514], [-0.22075, -2.28214, 2.29321], [-0.12113, -1.03708, 1.86343], [0.16448, -3.27815, 1.57437], [0.78991, -2.75993, 0.41434], [1.72777, -3.53594, -0.01742], [2.72856, -3.18462, -0.96344], [3.50525, -4.19821, -1.56003], [4.55449, -3.88176, -2.38086], [4.87363, -2.52665, -2.57165], [4.15062, -1.52481, -1.96653], [3.03519, -1.83381, -1.16380], [2.34700, -0.86071, -0.59808], [-0.76542, -4.62654, 2.30110], [-2.31467, -5.02755, 5.37990], [-2.33991, -3.24766, 7.10037], [-1.34284, -1.02532, 6.60633], [-0.38255, -0.61575, 4.36424], [1.77004, -4.51263, 0.45972], [3.24999, -5.23437, -1.36878], [5.13927, -4.65620, -2.85608], [5.71694, -2.26364, -3.19852], [4.42041, -0.48587, -2.09784], [0.27296, 2.29482, 1.80144], [-0.99525, 2.42035, 0.95877], [-0.56561, 2.21855, -0.91094], [-2.25137, 2.48562, -1.81235], [-3.07960, 3.55821, -1.49176], [-4.28327, 3.72681, -2.16022], [-4.65763, 2.83234, -3.15683], [-3.82682, 1.77297, -3.48930], [-2.62363, 1.59949, -2.81465], [0.31546, 3.90466, -1.29469], [0.23767, 4.99764, -0.43850], [0.87419, 6.18924, -0.76913], [1.58838, 6.29298, -1.95388], [1.66184, 5.20644, -2.81540], [1.03183, 4.01694, -2.48309], [1.48779, 0.92627, 1.08557], [2.52172, 0.27394, 2.55995], [2.17006, 0.49833, 3.88279], [2.96907, -0.00480, 4.90249], [4.10627, -0.73603, 4.59601], [4.45876, -0.95704, 3.26957], [3.67103, -0.45007, 2.24771], [2.80374, 2.06610, 0.21532], [3.35099, 3.07629, 1.00436], [4.31018, 3.93148, 0.48320], [4.74104, 3.77587, -0.82738], [4.20522, 2.76735, -1.61226], [3.23691, 1.91423, -1.09629], [0.02235, 2.04040, 2.82909], [0.84934, 3.21927, 1.80777], [-1.56054, 3.32820, 1.16925], [-1.63989, 1.58128, 1.17390], [-2.79022, 4.26937, -0.72661], [-4.92859, 4.55786, -1.90728], [-5.59800, 2.96556, -3.67545], [-4.11213, 1.08137, -4.27202], [-1.98429, 0.76353, -3.06855], [-0.32438, 4.94352, 0.48536], [0.80652, 7.03664, -0.09929], [2.08684, 7.21944, -2.20694], [2.21180, 5.28522, -3.74440], [1.09492, 3.17553, -3.16486], [1.29117, 1.07406, 4.13679], [2.69879, 0.17501, 5.93472], [4.72260, -1.13257, 5.39193], [5.35102, -1.52083, 3.03091], [3.94854, -0.61548, 1.21356], [3.04049, 3.19790, 2.03613], [4.72668, 4.71360, 1.10418], [5.49317, 4.44072, -1.23165], [4.54484, 2.63922, -2.63340], [2.83325, 1.12813, -1.70135], [-2.56891, -3.98447, -0.61002], [-2.89468, -2.25086, -1.25063], [-4.76395, -2.11042, -1.21601], [-2.61534, -2.03374, -3.10051], [-1.89760, -0.89851, -0.29154], [-3.05219, -0.46094, 1.21744], [-4.35847, 0.65892, 0.47107], [-3.79869, -1.98553, 2.01060], [-2.56217, 0.56587, 2.72819], [-2.61012, -4.70161, -1.43465], [-3.34496, -4.27732, 0.09799], [-1.60854, -4.09359, -0.10576], [-5.13287, -3.02631, -1.69327], [-5.11527, -1.27109, -1.81740], [-5.22498, -2.04644, -0.23453], [-2.73855, -2.97820, -3.63666], [-1.65414, -1.61146, -3.37805], [-3.38450, -1.34845, -3.46688], [-2.07537, -0.04333, -0.96507], [-4.85505, 0.25772, -0.40379], [-3.91266, 1.61677, 0.18205], [-5.12570, 0.87032, 1.22407], [-3.81691, -2.89171, 1.41775], [-4.83394, -1.74083, 2.27120], [-3.27965, -2.21406, 2.94292], [-2.99928, 1.56500, 2.65558], [-1.50083, 0.65761, 2.92282], [-3.00268, 0.07102, 3.59703], [0.23595, -3.81747, -2.62389], [0.71703, -2.12238, -3.25564], [1.17510, -2.08623, -4.56675], [1.54563, -0.88200, -5.11845], [1.47623, 0.24851, -4.32212], [1.03002, 0.11730, -3.02911], [0.61633, -1.04373, -2.46905], [1.22954, -3.00747, -5.12674], [1.89139, -0.83062, -6.14255], [1.76909, 1.22389, -4.68558], [0.99773, 0.96970, -2.37992]], "atomic_forces_ev_per_a": [[0.3, 0.1, 0.5], [0.0, 0.1, 0.2], [0.0, -0.3, -0.1], [0.0, 0.0, 0.1], [0.0, 0.0, 0.0], [0.0, 0.0, -0.1], [-0.1, 0.0, 0.1], [0.2, 0.2, -0.1], [-0.4, 0.6, 0.5], [-0.3, -0.5, 0.4], [0.3, 0.3, -0.7], [-0.1, -0.4, 0.3], [0.1, -0.1, 0.2], [0.2, -0.3, 0.1], [0.0, 0.1, 0.1], [0.0, 0.1, 0.0], [0.0, 0.0, 0.0], [0.0, 0.0, 0.0], [0.0, 0.5, 0.1], [0.4, -0.3, -0.3], [0.0, 0.0, -0.1], [0.0, 0.0, 0.0], [0.0, 0.0, 0.0], [0.0, 0.0, 0.0], [0.1, 0.1, 0.0], [0.0, 0.0, -0.1], [0.0, 0.0, 0.0], [0.0, 0.0, 0.0], [0.0, 0.0, 0.0], [0.0, 0.0, 0.0], [-0.1, 0.0, 0.0], [0.2, 0.1, 0.0], [-0.1, 0.0, 0.0], [-0.1, 0.1, 0.0], [0.0, 0.0, -0.1], [0.0, 0.0, 0.0], [0.0, 0.0, 0.0], [0.0, 0.0, 0.0], [-0.1, 0.0, -0.1], [0.1, 0.0, -0.1], [0.1, 0.1, -0.1], [0.0, -0.1, 0.0], [0.0, 0.0, 0.0], [0.0, 0.0, 0.0], [0.0, 0.1, 0.0], [0.0, 0.4, -0.3], [0.1, -0.2, -0.1], [0.1, 0.0, 0.1], [0.0, 0.0, 0.0], [0.0, 0.0, 0.0], [0.0, 0.0, 0.0], [0.0, 0.0, 0.1], [0.1, -0.1, 0.0], [0.0, 0.0, -0.1], [0.0, 0.0, 0.0], [0.0, 0.0, 0.0], [0.0, -0.1, 0.0], [0.1, 0.3, 0.2], [0.0, 0.0, 0.0], [0.0, 0.0, 0.0], [0.1, 0.0, 0.1], [0.0, 0.1, -0.2], [0.0, 0.0, 0.0], [0.0, 0.0, 0.0], [0.0, 0.0, 0.0], [0.0, 0.0, 0.0], [0.1, 0.0, 0.0], [0.0, 0.0, 0.0], [0.0, 0.0, 0.0], [0.0, 0.0, 0.0], [0.0, 0.0, 0.0], [0.0, 0.0, 0.0], [0.0, 0.0, 0.0], [0.0, 0.0, 0.0], [0.0, 0.0, 0.0], [0.0, 0.0, 0.0], [0.0, 0.0, 0.0], [0.0, 0.0, 0.0], [0.0, 0.0, 0.0], [0.0, 0.0, 0.0], [0.0, 0.0, 0.0], [0.0, -0.2, -0.1], [0.2, -0.1, -0.1], [0.2, 0.1, 0.1], [-0.2, 0.1, 0.0], [0.1, 0.0, -0.1], [-0.1, 0.0, 0.0], [-0.1, -0.1, -0.3], [-0.1, 0.1, 0.0], [-0.1, -0.1, 0.1], [0.0, 0.0, 0.3], [0.0, 0.0, 0.0], [0.0, 0.0, 0.0], [0.0, 0.0, 0.0], [0.0, 0.0, 0.0], [0.0, 0.0, 0.0], [0.0, 0.0, 0.0], [0.0, 0.0, 0.0], [0.0, 0.0, -0.1], [0.0, 0.0, 0.0], [-0.2, -0.1, -0.1], [-0.1, 0.0, -0.1], [0.0, -0.1, 0.1], [0.0, 0.0, 0.0], [0.0, 0.0, 0.0], [0.0, 0.0, 0.0], [0.0, 0.0, 0.0], [0.0, -0.1, 0.1], [0.0, -0.1, 0.1], [0.0, 0.0, 0.0], [-0.7, -0.2, -0.3], [0.1, 0.1, 0.1], [0.0, -0.1, 0.0], [0.0, 0.0, -0.1], [0.0, 0.0, 0.0], [-0.1, -0.3, -0.1], [-0.2, 0.3, -0.3], [0.0, 0.0, 0.0], [0.0, 0.0, 0.0], [0.0, 0.0, 0.0], [-0.1, 0.0, 0.0]], "lowdin_spin": [0.780, 0.000, -0.001, 0.000, -0.001, 0.000, -0.001, 0.000, -0.003, 0.048, 0.007, -0.008, 0.036, 0.017, 0.001, 0.013, 0.008, 0.007, 0.011, 0.061, 0.000, 0.000, 0.000, 0.000, 0.000, 0.000, 0.000, 0.001, 0.000, 0.000, -0.004, 0.000, -0.004, -0.001, 0.000, 0.000, 0.000, 0.000, 0.000, -0.001, 0.000, 0.000, 0.000, 0.000, 0.000, -0.010, 0.001, -0.001, 0.000, -0.001, 0.000, -0.001, -0.004, -0.001, 0.000, 0.000, 0.000, 0.000, 0.000, -0.001, 0.000, 0.000, 0.000, 0.000, 0.000, 0.000, 0.000, 0.000, 0.000, 0.000, 0.000, 0.000, 0.000, 0.000, 0.000, 0.000, 0.000, 0.000, 0.000, 0.000, 0.000, 0.000, 0.000, 0.001, 0.000, 0.000, 0.023, 0.012, 0.001, 0.004, 0.001, 0.000, 0.000, 0.000, 0.000, 0.000, 0.000, 0.000, 0.000, 0.000, 0.005, 0.000, 0.000, 0.000, 0.000, 0.001, 0.000, 0.000, 0.000, 0.000, 0.000, 0.002, 0.000, 0.001, 0.000, 0.001, -0.001, 0.000, 0.000, 0.000, 0.000]}